Below is one molecule with the formula C5H9NO3S in a non-equilibrium geometry, with properties calculated with wB97M-V/def2-TZVPD.

Positions of all 19 atoms, in Å:
C (-1.2378, 1.9669, -1.2415)
C (-0.5388, 0.8411, -1.0515)
C (-0.1035, -0.2721, -2.0095)
C (-0.2638, 0.4474, 0.4449)
N (-0.4887, 1.0856, 1.5173)
S (-0.1354, 1.2891, 3.2712)
O (1.2666, 1.5649, 3.3203)
O (-1.0434, 2.0428, 3.9866)
O (0.5318, -0.6225, 0.2967)
C (1.1078, -1.2470, 1.4746)
H (-1.6381, 1.9652, -2.2580)
H (-1.4006, 2.7729, -0.5199)
H (0.7213, 0.1578, -2.5828)
H (-0.7989, -0.5376, -2.7191)
H (0.2005, -1.1147, -1.5797)
H (-0.3418, 0.0204, 3.8749)
H (1.7958, -1.9518, 0.9418)
H (0.4497, -1.7736, 2.1783)
H (1.7388, -0.5158, 2.0384)

Its HOMO-LUMO gap is 10.188 eV. The SMILES is C=C(C)/C(=N/[SH](=O)=O)OC. Its charge is 0. The calculation puts the HOMO energy at -9.8 eV. The calculation puts the lowest unoccupied orbital energy at 0.0134 Eh.

---

Below is C5H9NO3S2 as an isolated structure in a non-equilibrium geometry, with properties calculated with wB97M-V/def2-TZVPD.

Positions of all 20 atoms, in Å:
C (-0.8171, 0.8420, 0.3489)
C (-0.1901, 1.8454, -0.6504)
C (0.8203, 1.1359, -1.4794)
C (1.3969, -0.1563, -0.8579)
C (-1.3888, -1.7208, 2.4595)
N (-0.5805, 1.0677, 1.6316)
O (-1.3874, -0.1674, -0.1175)
O (0.1604, 0.2160, 3.7651)
O (0.9767, -0.9847, 1.6287)
S (2.1481, -0.1433, 0.7683)
S (-0.2833, -0.2149, 2.4508)
H (-1.0837, 2.2806, -1.1141)
H (0.2916, 2.6386, -0.1711)
H (0.5567, 0.8455, -2.4673)
H (1.8397, 1.7177, -1.7370)
H (0.6115, -0.8516, -0.8713)
H (2.3510, -0.4937, -1.5042)
H (-1.9967, -1.7535, 1.6309)
H (-0.6945, -2.4594, 2.0494)
H (-1.8266, -1.8869, 3.4215)

Its HOMO-LUMO gap (alpha / beta) is 5.816 / 5.989 eV. Its charge is 0. The calculation puts the HOMO energy (alpha / beta) at -5.3 / -9.0 eV. The calculation puts the lowest unoccupied orbital energy (alpha / beta) at 0.0190 / -0.1104 Eh. The spin multiplicity is 3.

---

Below is C5H9NO5S as an isolated structure in a non-equilibrium geometry, with properties calculated with wB97M-V/def2-TZVPD.

Positions of all 21 atoms, in Å:
C (-0.7438, 1.9203, -1.4271)
C (-0.7781, 0.4235, -1.7010)
C (-0.3634, 0.3498, -0.2494)
C (1.3487, -0.3185, 1.4243)
C (1.5675, -1.1285, -0.8621)
N (1.2288, -0.0478, -0.0085)
O (-1.4102, -1.7492, 0.8656)
O (-0.7592, 2.8566, -2.0970)
O (-1.3787, 0.3204, 2.3228)
O (-2.8184, 0.1924, 0.4201)
O (-0.5221, 1.7444, -0.1014)
S (-1.6222, -0.3296, 0.8863)
H (-1.7161, -0.0775, -1.8821)
H (0.1470, 0.1102, -2.2318)
H (2.2910, -0.8733, 1.5606)
H (1.5621, 0.6017, 1.9388)
H (0.4834, -0.9593, 1.9061)
H (2.1716, -0.6425, -1.6689)
H (2.3697, -1.7339, -0.4675)
H (0.7440, -1.8387, -1.1307)
H (-1.8015, 1.1795, 2.5027)

Its HOMO-LUMO gap is 10.050 eV. Its charge is 0. The calculation puts the HOMO energy at -9.6 eV. The calculation puts the lowest unoccupied orbital energy at 0.0149 Eh.

---

Result set for relative energy (zero: lowest compared OMol25 entry of this formula, charge and spin): 111.7, 68.8, 29.3 kcal per mole, one per record in the order listed.